Formula: H80O40
Source: the OMol25 dataset
Level of theory: ωB97M-V/def2-TZVPD

Cartesian coordinates (Å):
H  3.98070  4.97958  1.05515
H  3.97882  3.60425  1.72209
O  3.93199  4.05834  0.89820
H  4.29110  2.36477  4.84308
H  3.92266  1.22388  3.92281
O  4.70122  1.78355  4.28744
H  -3.02445  -2.70340  -0.20723
H  -3.95165  -2.78260  -1.35679
O  -3.75525  -3.21218  -0.54539
H  -1.32948  -3.99853  -5.42546
H  -2.43410  -3.37436  -4.28550
O  -1.58117  -3.94530  -4.48818
H  -0.01098  6.03783  -0.02818
H  -0.57095  4.64441  -0.10483
O  -0.19298  5.41939  -0.63067
H  1.15350  -2.52048  -0.16382
O  1.67429  -2.00327  0.53387
H  3.60116  -0.17676  -3.07425
O  4.35157  -0.74541  -2.90403
H  3.75332  -0.21176  1.93684
H  4.39168  -0.78156  0.62184
O  4.30203  -0.12305  1.17108
H  -1.87048  5.25530  1.48678
H  -2.93290  5.51181  0.34219
O  -2.69491  4.82236  1.11705
H  -4.72850  2.77997  3.83830
H  -3.91546  3.68152  2.69589
O  -4.23215  2.78200  3.03589
H  -1.87190  -1.14445  -2.98816
H  -1.26167  -2.81226  -3.23402
O  -1.15159  -1.77209  -3.27125
H  0.31425  -2.11680  2.06486
O  -0.60279  -2.14340  2.42326
H  -1.34980  1.63840  -3.67689
H  -1.73896  0.18957  -3.97591
O  -1.36617  0.78243  -3.36187
H  -2.47490  -0.65401  4.03701
H  -1.14651  -0.38863  4.74583
O  -1.93477  -0.00190  4.32482
H  -4.12046  -0.75049  -3.76664
H  -3.81081  -1.20705  -2.39077
O  -3.61504  -1.43468  -3.29112
H  4.37474  -4.07163  0.80472
H  2.91704  -4.61928  0.92146
O  3.54664  -3.92683  1.40601
H  2.43929  -3.11129  4.95063
H  2.57454  -3.82232  3.39515
O  2.10727  -3.21520  4.05729
H  -2.70117  3.06112  -0.39428
H  -2.25341  3.19535  -2.06302
O  -2.71707  2.81364  -1.35927
H  1.55212  1.02359  1.72330
O  0.70529  0.66285  1.70405
H  -0.74388  -6.24081  0.09206
H  -0.80614  -4.73004  0.66298
O  -0.35231  -5.38683  0.09590
H  0.22938  -0.70660  -5.39569
O  -0.45969  -1.21796  -5.46001
H  -1.35522  -3.30595  1.65869
H  -2.16538  -4.73547  2.14792
O  -2.04313  -4.06367  1.37379
H  -4.09725  2.62192  -4.32868
H  -4.06448  2.75128  -2.62430
O  -4.49451  2.42553  -3.43248
H  5.33495  -3.10177  0.70526
H  5.55667  -2.03881  -0.40597
O  5.96267  -2.87463  0.01379
H  0.21702  3.43704  4.10798
H  1.25441  3.94653  5.14748
O  1.18501  3.44141  4.29930
H  2.15535  -3.20120  -1.45915
H  3.50480  -3.48229  -2.06819
O  3.07813  -3.58717  -1.24885
H  0.31051  2.59053  -1.15896
H  1.21826  3.26906  -2.03360
O  0.26072  3.17860  -1.85794
H  -4.40501  -1.79922  1.44318
H  -4.46263  -3.00849  1.92838
O  -4.24550  -2.26782  2.32702
H  -2.44192  0.69114  2.52497
H  -3.98757  1.14046  2.36208
O  -3.32782  0.43420  2.03896
H  0.97121  -0.36996  5.75380
H  0.78605  -1.60417  4.54784
O  0.40634  -1.00669  5.31452
H  -4.58887  0.59279  -1.41200
H  -4.48845  -0.12586  -0.06339
O  -4.19994  -0.17782  -1.00439
H  2.72558  2.24869  -2.42926
O  2.82692  2.07446  -3.30505
H  2.34539  4.97925  -1.79288
H  1.04938  5.32572  -2.39700
O  2.02150  5.58310  -2.54438
H  0.74863  0.00016  1.08451
H  2.48921  -2.29624  0.54797
H  -1.09224  -1.27741  -4.72182
H  3.85704  -1.49720  -2.66959
H  -0.51980  -1.42720  3.00750
H  3.75433  2.34806  -3.61380
O  1.87917  -1.88326  -3.10095
H  1.07761  -2.34725  -2.82727
H  1.52611  -1.51356  -3.88900
O  2.16891  1.15553  4.27618
H  1.51587  1.99921  4.53371
H  1.57448  0.78017  3.52040
O  1.09666  0.54374  -4.50157
H  1.29974  0.87944  -3.60997
H  1.72868  0.95188  -5.22590
O  -1.81378  1.81783  0.67467
H  -2.41727  1.11425  1.02209
H  -0.93127  1.61846  0.48831
O  0.47740  0.70547  -0.72785
H  -0.41399  0.97950  -1.26962
H  0.77320  -0.09022  -1.20474
O  -0.95314  2.57130  3.22105
H  -0.68557  2.16408  2.25375
H  -1.67953  3.10321  2.82389
O  0.54814  -3.42667  -1.69826
H  0.29632  -4.39062  -1.57918
H  -0.19825  -2.82607  -2.01758

## Properties
HOMO: -10.28 eV
E_LUMO: -0.658 eV
energy relative to the best compared isomer or geometry (same formula, charge and spin): 14.455 eV
DFT total energy: -83191.3608 eV
molar mass: 720.60 g/mol

Formula: C5H9NO
Source: the OMol25 dataset
Level of theory: ωB97M-V/def2-TZVPD

Cartesian coordinates (Å):
C  1.15508  -0.92493  0.07869
C  0.47543  -2.13489  -0.37938
C  0.32601  1.20317  -1.13576
C  0.18160  0.21938  -0.00969
N  -1.69533  1.31580  1.05466
C  -0.72441  0.34981  0.98205
O  1.10254  -1.80281  1.13520
H  2.13381  -0.71107  -0.36572
H  -1.59760  2.11717  0.45270
H  -2.08056  1.51673  1.96244
H  -0.57385  -2.30915  -0.17720
H  0.94829  -2.83189  -1.07152
H  -0.75411  -0.40832  1.75434
H  1.21712  0.99145  -1.72805
H  -0.53887  1.18564  -1.80483
H  0.42487  2.22391  -0.74793

## Properties
SMILES: C/C(=C\N)[C@@H]1CO1
HOMO: -7.53 eV
E_LUMO: 0.953 eV
energy relative to the best compared isomer or geometry (same formula, charge and spin): 3.261 eV
DFT total energy: -8865.9520 eV
molar mass: 99.13 g/mol

Formula: C40H56BGeN10O4Sr
Source: the OMol25 dataset
Level of theory: ωB97M-V/def2-TZVPD

Cartesian coordinates (Å):
Sr  -0.12831  -0.38317  0.09650
C  3.59649  -0.10566  -2.81149
C  2.30527  0.13039  -2.34657
N  2.03642  -0.62016  -1.28264
N  3.14934  -1.34742  -1.03792
C  4.09798  -1.05909  -1.94738
B  3.03550  -2.37008  0.12799
N  1.87478  -3.34792  -0.19446
C  2.03526  -4.57066  -0.74404
C  0.79259  -5.10028  -0.99798
C  -0.08796  -4.10284  -0.57147
N  0.55717  -3.04212  -0.10500
N  2.79562  -1.60291  1.46681
C  3.77799  -1.32949  2.34867
C  3.23646  -0.64444  3.41143
C  1.88355  -0.54012  3.08860
N  1.61543  -1.10980  1.91687
N  4.29691  -3.20420  0.33802
C  4.39286  -4.24401  1.20643
C  5.71218  -4.60179  1.29772
C  6.37183  -3.69842  0.44338
N  5.52268  -2.85872  -0.12015
H  4.10093  0.34630  -3.64664
H  1.55867  0.82257  -2.70326
H  5.05326  -1.54636  -1.89748
H  3.01601  -4.97855  -0.90974
H  0.56129  -6.06474  -1.41250
H  -1.16264  -4.12289  -0.58468
H  4.78900  -1.65098  2.16666
H  3.74013  -0.29112  4.29281
H  1.09554  -0.07823  3.65789
H  3.51908  -4.63957  1.69562
H  6.13548  -5.39452  1.88753
H  7.42295  -3.62879  0.21581
C  1.67743  3.03975  2.10066
C  1.67898  2.87562  0.59338
C  1.59197  4.22575  -0.10168
C  2.91557  2.12421  0.14393
O  0.48989  2.06625  0.23257
Ge  -0.92494  2.72257  -0.64713
O  -2.04123  1.47302  0.03114
C  -3.50120  1.52443  -0.07504
C  -3.93963  2.89201  -0.57960
C  -4.07238  1.26509  1.30881
C  -3.91341  0.41719  -1.02281
O  -0.56250  2.28030  -2.32482
C  -0.87080  2.95088  -3.56644
C  -2.13432  2.33373  -4.14655
C  -1.05529  4.44246  -3.33035
C  0.32099  2.69663  -4.48022
H  2.58557  3.55939  2.41002
H  1.66999  2.06492  2.58665
H  0.82071  3.61632  2.43837
H  2.47600  4.81710  0.13913
H  0.72130  4.79661  0.23329
H  1.56366  4.10897  -1.18844
H  3.79818  2.67065  0.47873
H  2.95939  2.03561  -0.93896
H  2.95245  1.12609  0.58356
H  -3.61207  3.68477  0.09611
H  -5.02819  2.93406  -0.63170
H  -3.56034  3.09489  -1.58412
H  -3.85399  2.08049  1.99703
H  -3.67053  0.33899  1.72050
H  -5.15664  1.16616  1.23906
H  -3.37121  0.48271  -1.96556
H  -4.98538  0.45130  -1.21963
H  -3.69284  -0.53822  -0.54515
H  -2.99828  2.53943  -3.51284
H  -2.01502  1.25372  -4.23335
H  -2.34240  2.74064  -5.13631
H  -1.91141  4.63868  -2.67986
H  -1.23918  4.95314  -4.27525
H  -0.16028  4.87890  -2.88263
H  0.44293  1.62691  -4.65257
H  1.23465  3.08747  -4.03118
H  0.17655  3.17886  -5.44733
C  -0.72927  3.77210  5.43301
C  -1.28449  3.82257  4.16221
C  -1.44230  2.65767  3.42876
C  -1.09634  1.43699  3.99162
C  -0.54683  1.37748  5.26757
C  -0.35046  2.55173  5.97707
N  -1.34816  0.26162  3.21355
N  -1.68296  -0.70311  3.91436
C  -2.07529  -1.85897  3.20374
C  -2.45288  -2.97645  3.94228
C  -2.96533  -4.09254  3.29623
C  -3.13282  -4.10206  1.92264
C  -2.76011  -2.99319  1.15262
C  -2.21173  -1.94685  1.83076
H  -0.58652  4.68240  5.99889
H  -1.58198  4.77296  3.73884
H  -1.84582  2.67176  2.42572
H  -0.28406  0.42029  5.69653
H  0.09011  2.51333  6.96381
H  -2.35808  -2.94104  5.01991
H  -3.26131  -4.95656  3.87429
H  -3.55678  -4.97032  1.43472
H  -2.89724  -2.99417  0.08082
C  -1.23525  -1.81235  -4.47910
C  -2.67867  -2.01017  -3.97922
C  -2.48361  -2.29324  -2.49815
O  -1.32277  -1.53677  -2.12051
C  -0.39864  -1.82888  -3.19851
H  -1.12444  -0.86663  -5.00755
H  -0.92191  -2.60304  -5.15837
H  -3.19227  -2.82963  -4.47859
H  -3.27577  -1.10845  -4.11850
H  -2.27219  -3.35688  -2.33735
H  -3.32518  -1.99985  -1.88009
H  0.04052  -2.81203  -3.00826
H  0.38834  -1.08644  -3.18451

## Properties
HOMO (spin up / spin down): -10.90 / -10.90 eV
E_LUMO (spin up / spin down): -3.840 / -4.598 eV
energy relative to the best compared isomer or geometry (same formula, charge and spin): 2.871 eV
total charge: +1
DFT total energy: -123506.3852 eV
molar mass: 912.00 g/mol